(1)
ORCA calculation (ωB97M-V/def2-TZVPD) on a cluster of 11 separate species, C25H49Cl21O3 in total.

The SMILES is CC[C@H](Cl)OC(=O)OC.ClCCCl.ClCCCl.ClCCCl.ClCCCl.ClCCCl.ClCCCl.ClCCCl.ClCCCl.ClCCCl.ClCCCl. As for the HOMO energy: -10.37 eV.

The geometry in ORCA input format:
```
! wB97M-V def2-TZVPD RIJCOSX def2/J DEFGRID3
* xyz 0 1
C -4.5095 -0.7703 4.3417
C -3.0433 -0.4077 4.6085
C -2.0760 -1.3851 3.9785
Cl -1.2903 -2.4167 5.2255
O -1.0319 -0.7195 3.2746
C -0.8922 -1.1681 1.9930
O -0.1063 -2.0268 1.6706
O -1.7063 -0.4997 1.1694
C -1.5637 -0.9225 -0.2006
H -4.9722 -1.1817 5.2287
H -5.0884 0.0913 4.0379
H -4.6160 -1.5143 3.5592
H -2.9047 -0.4356 5.6815
H -2.8079 0.6004 4.2978
H -2.5717 -2.0857 3.3198
H -1.8381 -1.9641 -0.3003
H -2.2419 -0.3220 -0.7884
H -0.5480 -0.7663 -0.5259
Cl 3.4175 0.6794 -4.4360
C 2.6923 1.2644 -2.9153
C 2.2641 0.1264 -2.0275
Cl 0.8790 -0.7717 -2.7210
H 1.8584 1.9122 -3.1712
H 3.4513 1.8579 -2.4146
H 1.9479 0.5135 -1.0599
H 3.0691 -0.5822 -1.8642
Cl -3.0878 -1.3988 -3.2923
C -4.0382 -0.3636 -4.3900
C -3.5225 1.0509 -4.4245
Cl -3.8192 1.9420 -2.9100
H -5.0798 -0.4095 -4.0858
H -3.9439 -0.7995 -5.3826
H -4.0303 1.6038 -5.2125
H -2.4538 1.0691 -4.6197
Cl -7.5139 -2.0008 7.4487
C -6.1876 -1.4730 8.5194
C -6.1847 0.0170 8.7257
Cl -5.7495 0.8951 7.2321
H -5.2534 -1.8173 8.0832
H -6.3312 -1.9705 9.4768
H -5.4447 0.2791 9.4798
H -7.1569 0.3745 9.0629
Cl 4.4201 4.5937 -4.1823
C 5.2865 3.9441 -5.6031
C 6.6424 3.4038 -5.2388
Cl 7.7802 4.6912 -4.7600
H 5.3542 4.7348 -6.3442
H 4.6727 3.1454 -6.0067
H 7.0753 2.9015 -6.1026
H 6.5804 2.6939 -4.4182
Cl -6.3150 -0.0747 13.0299
C -7.5516 1.1644 13.3723
C -8.7854 0.9713 12.5326
Cl -8.4585 1.2910 10.8085
H -7.1030 2.1381 13.1990
H -7.8088 1.0788 14.4260
H -9.5617 1.6646 12.8500
H -9.1676 -0.0419 12.6152
Cl 5.5890 0.4628 -1.3311
C 6.3486 -0.2511 -2.7797
C 7.6766 -0.8789 -2.4719
Cl 8.9324 0.3245 -2.0679
H 6.4270 0.5255 -3.5344
H 5.6652 -1.0168 -3.1434
H 8.0266 -1.4252 -3.3449
H 7.5875 -1.5708 -1.6424
Cl -7.3362 4.0768 2.0410
C -6.5404 4.6778 0.5661
C -6.1423 3.5664 -0.3683
Cl -4.8145 2.5602 0.2702
H -5.6792 5.2672 0.8677
H -7.2540 5.3304 0.0669
H -5.7857 3.9938 -1.3041
H -6.9811 2.9105 -0.5831
Cl 3.0289 -4.5999 -2.8361
C 2.4771 -4.8340 -1.1527
C 2.3410 -3.5314 -0.4126
Cl 3.9278 -2.7624 -0.1358
H 3.1873 -5.4939 -0.6616
H 1.5107 -5.3316 -1.1986
H 1.8920 -3.7064 0.5631
H 1.7190 -2.8259 -0.9567
Cl 4.2934 4.9510 -8.7598
C 5.2919 3.7602 -9.6425
C 4.5841 2.4425 -9.8193
Cl 4.4082 1.5998 -8.2638
H 6.2278 3.6391 -9.1031
H 5.5070 4.1948 -10.6164
H 5.1638 1.7933 -10.4723
H 3.5956 2.5779 -10.2484
Cl 7.0920 -4.1477 -4.3917
C 7.2775 -5.5846 -3.3491
C 6.6789 -5.3720 -1.9853
Cl 7.5905 -4.1727 -1.0335
H 8.3371 -5.8156 -3.2873
H 6.7668 -6.4062 -3.8471
H 6.6976 -6.3051 -1.4252
H 5.6503 -5.0262 -2.0554
*
```


(2)
ORCA calculation (ωB97M-V/def2-TZVPD) on a structure of composition C25H49ClO3P2Re in a non-equilibrium geometry.

Its relative energy (zero: lowest compared OMol25 entry of this formula, charge and spin) is 23.83 kcal/mol. As for the expectation value of S²: 3.767. As for the HOMO energy (spin up / spin down): -5.34 / -5.34 eV.

The geometry in ORCA input format:
```
! wB97M-V def2-TZVPD RIJCOSX def2/J DEFGRID3
* xyz 0 4
Re -0.5174 -0.9736 0.6968
Cl -0.0983 -0.0451 -1.4209
P -0.4560 -2.9245 -0.3359
C 0.6886 -3.4652 -1.6823
C -0.2462 -3.9858 1.2070
C -2.1971 -3.0205 -0.9305
C 2.0041 -2.6794 -1.6963
H 0.1258 -3.1829 -2.5891
C 0.9220 -4.9551 -1.6156
H 1.5008 -5.2197 -0.7262
H 1.5014 -5.2359 -2.4998
H -0.0036 -5.5333 -1.6261
H 1.8552 -1.6178 -1.9459
H 2.6378 -3.1202 -2.4803
H 2.5508 -2.7290 -0.7461
H -2.2037 -2.4240 -1.8609
C -3.1641 -2.3522 0.0530
C -2.5326 -4.4790 -1.2260
H -1.8713 -4.8645 -2.0078
H -3.5660 -4.5213 -1.5931
H -2.4538 -5.0927 -0.3189
H -2.7562 -1.4444 0.5768
H -3.5258 -3.0547 0.8183
H -4.0328 -2.0017 -0.5229
C 1.2218 -3.9224 1.6522
H -0.5408 -5.0179 0.9156
C -1.1533 -3.5064 2.3633
H 1.9221 -4.3137 0.9137
H 1.3091 -4.5099 2.5722
H 1.5202 -2.8912 1.8770
H -0.8939 -2.4799 2.6968
H -0.9587 -4.1737 3.2203
H -2.2380 -3.5208 2.1493
H 1.1495 -0.8285 0.7009
H -1.6419 0.2622 0.4827
P 0.4699 3.5599 -0.3934
C -0.8885 3.8116 -1.5617
C 0.3615 4.1421 1.3097
C 2.0898 2.9988 -0.9776
C -2.1910 3.0153 -1.3695
H -0.4718 3.4970 -2.5322
C -1.0937 5.3195 -1.5483
H -1.5648 5.6521 -0.6123
H -1.7472 5.6187 -2.3664
H -0.1408 5.8472 -1.6817
H -2.0506 1.9571 -1.6209
H -2.9831 3.3995 -2.0327
H -2.5805 3.0532 -0.3547
H 1.8846 2.3724 -1.8560
C 2.9845 2.1380 -0.0664
C 2.6748 4.3533 -1.3748
H 2.0633 4.8312 -2.1493
H 3.6794 4.2565 -1.7756
H 2.7389 5.0247 -0.5036
H 2.4035 1.4378 0.5459
H 3.6371 2.7247 0.5920
H 3.6680 1.5379 -0.6777
C -1.0148 3.9278 1.9300
H 0.5554 5.2287 1.1154
C 1.4530 3.5818 2.2357
H -1.8231 4.4058 1.3888
H -1.0256 4.3232 2.9451
H -1.2158 2.8586 1.9700
H 1.4368 2.4861 2.2322
H 1.2762 3.8983 3.2709
H 2.4567 3.9195 1.9809
O -1.0496 1.3639 4.4528
C -0.6161 0.1770 4.9854
C -1.1074 -0.1862 6.2350
C -0.6952 -1.3923 6.8136
C 0.2719 -2.1945 6.1900
C 0.8340 -1.8022 4.9880
C 0.3898 -0.6302 4.3779
C 1.0060 -0.2566 3.0986
O 2.2216 -0.2077 2.8924
O 0.0232 0.0694 2.1924
H -0.9419 1.3494 3.4790
H -1.8044 0.4806 6.7419
H -1.1520 -1.7076 7.7443
H 0.6200 -3.1111 6.6531
H 1.6393 -2.3569 4.5061
*
```


(3)
ORCA calculation (ωB97M-V/def2-TZVPD) on a structure of composition C25H49GeN2O6P2PdS2 in a non-equilibrium geometry.

As for the HOMO energy (spin up / spin down): -1.12 / -1.12 eV.

The geometry in ORCA input format:
```
! wB97M-V def2-TZVPD RIJCOSX def2/J DEFGRID3
* xyz -1 1
Pd 11.8181 9.9739 7.3224
C 12.1348 12.9997 5.5558
C 13.2968 12.1442 5.6680
N 13.3612 11.0996 6.5367
C 14.5386 10.4331 6.5585
C 15.5520 10.9537 5.7304
S 14.8105 12.2362 4.8586
C 14.6263 9.2787 7.4356
C 15.6972 8.3669 7.4623
S 15.2205 6.9531 8.3212
C 13.6694 7.6591 8.6722
N 13.4981 8.8821 8.1451
C 12.5920 7.0350 9.5784
H 12.3959 14.0229 5.8724
H 11.3128 12.6611 6.2124
H 11.7504 12.9794 4.5085
H 16.4671 10.4165 5.4077
H 16.6536 8.4800 6.9809
H 12.0724 7.7576 10.2301
H 13.0827 6.2467 10.0962
H 11.8486 6.5498 8.8891
C 14.7663 14.1314 10.7727
C 13.7412 14.3904 9.6244
C 12.8874 13.1821 9.2873
O 12.8898 15.5142 9.9273
P 11.9635 16.2327 8.8203
O 12.4068 16.0497 7.3890
C 10.2516 15.5078 9.0747
P 8.8118 15.3921 7.8761
O 9.0661 14.7119 6.5361
O 8.2731 16.8661 7.7978
C 8.8871 18.1996 7.5185
C 9.6344 18.0753 6.2230
C 7.8127 19.2393 7.5188
O 7.6879 14.6685 8.6412
C 7.3531 13.1939 8.7628
C 5.8794 13.0111 8.2758
C 7.6964 12.7974 10.1950
O 11.9244 17.7098 9.3900
C 12.9743 18.6566 9.0566
C 13.9659 18.6533 10.1915
C 12.3751 20.0279 8.8586
H 15.2969 13.2007 10.4856
H 14.2273 14.1227 11.7257
H 15.4627 14.9802 10.9250
H 14.2890 14.8186 8.7400
H 12.1506 12.8746 10.0986
H 13.6404 12.3960 8.9784
H 12.3127 13.4763 8.4334
H 9.9309 15.9787 10.0093
H 10.4808 14.4863 9.4964
H 9.6458 18.3587 8.3371
H 10.3070 18.9032 6.1315
H 9.0033 18.0573 5.2930
H 10.2742 17.1899 6.1405
H 7.6698 19.6158 6.4959
H 8.1333 19.9753 8.2472
H 6.8791 18.7697 7.8396
H 8.0392 12.7382 8.0447
H 5.2572 13.4260 9.0936
H 5.5726 11.9527 8.2524
H 5.7333 13.3769 7.2570
H 6.8588 13.0468 10.8593
H 8.7065 13.0791 10.5297
H 7.8352 11.6931 10.2196
H 13.4232 18.3465 8.0645
H 13.5141 18.8474 11.1882
H 14.7849 19.3938 10.0901
H 14.4030 17.6308 10.2466
H 11.6981 20.3057 9.6992
H 11.7911 20.1027 7.9274
H 13.1649 20.7652 8.7367
C 9.2204 7.7316 5.5176
Ge 8.6805 9.0606 6.8637
C 6.9760 8.2880 7.4703
C 8.4284 10.8719 6.1549
C 10.1630 9.3475 8.2108
H 9.1152 8.2233 4.5389
H 8.5209 6.8614 5.5894
H 10.3225 7.5241 5.6261
H 6.3664 7.7455 6.7523
H 6.3923 9.0067 8.0361
H 7.2040 7.5003 8.1850
H 8.4539 10.9469 5.0606
H 9.2999 11.5234 6.4672
H 7.5830 11.4060 6.4918
H 10.4014 8.2926 8.5934
H 9.8578 10.0312 9.0462
*
```